No. 1
Formula: C45H55F4N5O8S3SiTa
Source: the OMol25 dataset
Level of theory: ωB97M-V with the def2-TZVPD basis set

Geometry (Å):
H 2.919 -7.369 0.943
H -1.026 5.411 -1.772
H -1.304 6.148 2.454
H 4.966 1.754 0.041
H -0.951 2.918 -1.299
C -1.876 5.955 1.538
H 3.784 -3.292 2.256
O -1.277 -1.686 -2.280
H 3.602 -9.622 -3.063
H -0.940 1.969 -3.319
H 5.550 -6.808 -2.724
C 3.756 2.986 2.966
C 2.575 2.020 1.129
F -4.516 -2.264 -1.589
H 4.255 -6.670 -0.927
H -2.432 2.587 2.078
N 3.548 -4.671 0.724
F 1.579 -5.523 -4.361
O -1.701 -1.983 0.086
C -2.552 4.268 -0.747
C 3.307 -6.884 1.839
C 3.615 -9.067 -5.033
H 0.259 1.315 -4.445
H 2.594 1.556 0.151
H 2.727 -0.004 -3.642
H -2.080 -0.799 5.799
H 0.694 4.450 -0.205
C 1.347 2.321 1.709
C -1.952 -0.188 3.019
H -3.407 4.810 2.543
H 0.441 3.108 3.498
H -4.195 5.293 0.222
O 3.088 -0.871 2.314
N 4.276 -9.671 -3.828
H 3.371 3.879 5.492
N -2.307 0.300 1.816
O -1.817 0.207 -0.863
O 0.783 -2.150 -0.828
C 2.508 4.093 4.858
H -2.362 6.387 -1.142
H 3.848 -7.625 2.428
H 2.972 -0.657 -2.011
H 2.525 5.163 4.630
H -6.433 0.035 3.517
H 5.376 -6.935 -4.465
H -3.111 4.058 -1.662
H -2.274 2.194 -0.347
H -1.313 3.633 2.932
C 2.079 -5.340 -3.121
H 0.594 4.812 1.509
C -2.725 4.691 1.699
C -0.265 1.126 -3.504
H 3.000 -7.040 -5.410
C 3.777 2.313 1.753
O -4.313 -0.951 0.857
C -3.089 -0.385 3.957
H -4.210 -0.800 7.099
C -3.528 4.448 0.418
H 5.392 0.929 1.544
H 4.390 -8.904 -5.777
H 0.847 -3.628 -2.781
H -2.524 6.820 1.366
C 5.076 1.887 1.119
H 1.892 -7.928 -4.372
C -3.035 -0.635 5.317
C -0.922 5.773 0.357
H 5.111 -6.061 0.951
C 4.229 -5.720 1.496
C 3.522 -5.986 -1.335
C 1.359 2.926 2.963
C -0.813 3.281 0.830
S -3.959 0.193 1.653
H -0.301 6.666 0.245
C 2.447 -2.552 0.800
C 2.943 -7.756 -4.588
N 3.605 -7.295 -3.365
O 1.368 -0.471 0.947
C 3.068 -6.200 -2.631
H 1.663 3.212 -1.340
H -0.874 0.229 -3.620
C 1.695 -2.837 -0.398
Si 0.990 0.901 -2.119
C -1.821 3.478 1.983
H 3.063 2.286 -1.877
S -2.039 -1.279 -1.139
H 2.458 -6.531 2.426
C 2.213 -0.392 -2.757
C 2.009 2.494 -2.088
C 0.001 4.584 0.630
C -4.300 -0.173 3.339
H 5.868 2.615 1.302
H 4.581 -5.256 2.414
C 5.467 -8.847 -3.424
H 1.679 -1.304 -3.039
C 5.057 -7.368 -3.509
F -3.539 -1.340 -3.268
F -4.355 -0.098 -1.714
C 2.547 3.298 3.578
H 2.889 -9.766 -5.435
H 4.534 -10.643 -3.977
C -4.227 -0.633 6.030
C -1.714 5.531 -0.928
H 6.291 -9.076 -4.095
C -1.634 3.072 -0.454
O -4.530 1.451 1.267
H 5.743 -9.140 -2.415
C 1.614 -4.287 -2.388
C 2.346 -1.234 1.448
H 1.599 3.888 5.427
H -6.360 -0.381 5.971
H -4.139 3.553 0.529
N 0.124 2.064 0.981
Ta -0.202 0.206 0.215
C 2.127 -4.040 -1.121
H 1.954 2.974 -3.070
C -5.443 -0.393 5.393
C -3.769 -1.254 -1.959
C -5.496 -0.160 4.026
C 3.284 -3.484 1.313
C 3.071 -4.910 -0.570
S -0.375 -0.469 3.415
H 4.693 3.262 3.441

Output
HOMO level	-9.120	eV
max |F|	5.214	eV Å⁻¹
Kohn-Sham gap	5.727	eV
DFT total energy	-4563.8831	Ha
net charge	+1

=====

No. 2
Formula: C45H56N8O4
Source: the OMol25 dataset
Level of theory: ωB97M-V with the def2-TZVPD basis set

Geometry (Å):
N 1.503 -3.660 -1.813
C -0.319 -0.281 5.137
H 4.022 -8.896 -9.106
C 1.767 2.237 -1.850
O 0.073 4.440 4.070
H -2.210 2.226 6.693
N 2.262 -8.894 -8.047
C 1.613 -9.387 -6.994
H 2.352 4.185 -2.531
C -3.519 7.918 -3.466
C 4.096 -3.486 0.115
C 6.047 -2.301 -0.586
C 1.538 3.563 -2.185
N -1.146 5.107 8.563
H -0.638 -1.297 4.888
H 1.595 -10.652 -5.262
H 0.020 5.090 -2.313
N -2.780 5.798 -2.634
H 1.798 -1.818 -0.948
H 1.713 -1.151 2.184
C 3.478 -10.702 -6.310
C -1.256 1.785 6.390
H 0.520 -0.975 0.871
C 0.250 4.062 -2.063
H -2.978 -4.233 -7.329
H 0.523 2.444 5.307
C -1.013 3.794 4.729
H 6.621 -1.776 -1.339
C 3.514 -9.305 -8.240
C -2.877 7.121 -2.530
H 0.269 5.775 2.536
C -0.786 5.121 10.930
H 4.361 -2.715 -1.867
C 1.380 -2.335 -1.807
H -2.420 7.566 -1.652
H 1.171 -6.523 -8.496
C -0.243 5.690 3.495
H 0.432 -0.368 5.926
H 3.117 -3.898 -0.099
H 0.135 -4.978 -10.176
H -1.764 3.578 -1.499
C -0.326 -5.136 -9.209
H -1.992 3.781 2.810
H -3.240 4.146 -3.765
H -0.033 -4.266 -4.743
H 6.137 -3.308 2.631
C 0.763 -1.609 -2.813
N -1.510 -5.535 -6.721
C -4.096 2.330 3.331
C -2.794 4.195 10.043
C 1.000 -4.311 -2.860
H -3.670 2.279 2.323
C -0.402 5.399 9.627
H 5.183 -10.497 -7.613
H 2.762 1.813 -1.932
N 0.814 1.412 -1.418
C -3.995 5.932 -4.693
H -0.251 -1.777 -4.703
C 5.773 -3.155 1.620
H 0.050 -6.801 -6.304
H -0.138 5.381 11.756
H 1.108 -5.391 -2.848
H -0.756 1.489 7.320
H -1.400 2.195 3.332
H 0.550 5.879 9.426
H 0.706 -0.533 -2.720
N 4.570 -3.656 1.350
H -1.994 -3.820 -9.569
H -1.319 5.801 3.324
O -1.277 -0.092 2.416
H 0.591 -9.049 -6.863
H 1.343 0.288 4.012
C -2.318 4.515 8.780
H -3.755 3.712 10.156
N 0.335 0.316 3.959
H -2.094 -0.167 6.291
C 0.255 -5.989 -8.284
H -1.173 1.217 -0.938
C 2.173 -10.288 -6.100
O -5.233 3.164 3.312
C -3.332 5.225 -3.701
C 0.242 -2.302 -3.894
C 4.797 -2.819 -0.882
C -0.378 -6.149 -7.059
C -0.418 1.907 -1.302
H -4.600 7.896 -5.324
O -3.156 2.839 4.237
C 0.365 -3.683 -3.922
C -1.878 3.116 3.675
C -2.056 -4.723 -7.624
C -1.506 -4.492 -8.876
C -0.375 2.867 5.760
C -0.750 3.218 -1.610
C -0.094 -0.089 2.701
C 6.549 -2.472 0.695
C 4.164 -10.202 -7.405
H -1.618 4.549 5.252
H -4.425 5.411 -5.538
H -3.569 8.989 -3.326
C 0.983 -0.485 1.722
H -5.052 3.868 3.944
H -4.396 1.326 3.646
C -1.540 0.495 5.617
H -2.345 4.272 12.144
H -2.189 0.661 4.759
H -2.904 4.283 7.897
H 7.520 -2.087 0.975
C -4.090 7.309 -4.572
H -0.040 3.519 6.571
H 1.495 0.415 1.372
H 0.090 6.505 4.146
H 3.951 -11.403 -5.634
C -2.010 4.505 11.142

Output
SMILES	CO[C@H](CCCCNC(C)=O)COCO.c1ccncc1.c1ccncc1.c1ccncc1.c1ccncc1.c1ccncc1.c1ccncc1.c1ccncc1
HOMO level	-9.167	eV
max |F|	0.930	eV Å⁻¹
Kohn-Sham gap	9.831	eV
DFT total energy	-2487.2784	Ha
net charge	0

=====

No. 3
Formula: C45H57Cl2N5O2ReSi
Source: the OMol25 dataset
Level of theory: ωB97M-V with the def2-TZVPD basis set

Geometry (Å):
N -0.393 -1.762 -1.173
C -3.953 2.393 0.743
N -0.983 0.437 2.057
H -1.054 -1.163 3.418
H 1.498 2.266 5.294
H 0.363 -4.007 -2.223
C 0.777 2.041 -1.189
H 1.323 -0.098 -3.844
C -5.113 1.277 -2.408
H 6.378 -2.085 -3.656
H 4.247 -1.759 4.156
C 0.929 -1.861 -1.848
H 2.419 4.733 2.037
C 7.050 -1.755 2.257
H 0.763 -2.154 -2.888
H -5.548 -0.380 -0.188
H -2.927 1.986 2.664
C -0.002 1.306 2.364
C -3.231 -3.874 -0.232
C 5.363 1.220 -2.012
H -5.559 -1.290 -1.704
N -2.240 -1.846 0.580
C -3.032 -0.733 2.642
H -2.728 0.390 -3.412
C -2.217 -2.920 -0.242
C -2.454 -5.793 -1.628
H 2.845 -1.080 -2.008
H 2.481 0.977 -3.073
C 1.575 0.386 -2.894
H -2.126 3.207 1.666
O 2.066 -2.563 2.429
C -1.662 -0.302 3.120
H -1.793 2.304 -2.573
H 2.471 4.158 4.312
C -5.255 1.731 1.240
C 6.099 -1.140 -3.205
C -3.261 -0.342 -2.792
C 5.224 0.039 -1.260
Si -2.938 1.321 -0.555
H -2.786 -2.843 2.330
H -4.324 -5.599 -0.706
C 5.583 -1.146 -1.921
H -4.138 -2.093 1.490
H -1.626 3.371 -1.166
H 4.205 0.912 0.248
H 6.612 0.045 -4.917
C 5.836 1.234 -3.311
H -1.789 0.335 3.995
C 1.882 3.828 2.307
H 2.793 0.497 1.632
C 0.477 1.444 3.659
H -4.608 1.972 -3.087
Re -1.000 -0.277 0.197
C -1.065 -2.916 -1.132
H 2.698 -0.129 3.278
C -2.307 2.689 -1.691
C 6.218 -2.016 3.340
C 4.386 -0.869 2.228
C 1.323 3.156 1.239
H -3.540 4.356 -0.168
N 0.206 1.428 0.024
H 8.082 -2.086 2.259
C -1.195 -5.324 -1.975
C 1.936 -1.471 1.871
C -4.388 3.718 0.089
O 0.971 -1.146 1.066
H 0.257 2.045 -3.268
C 2.955 -0.389 2.250
C -4.908 -0.769 -0.984
H -5.004 4.265 0.815
H 1.876 -0.249 -0.824
C -3.091 -1.955 1.766
H -5.112 0.749 1.694
H -5.718 2.375 2.002
C 0.448 1.314 -2.481
C 1.312 2.402 4.234
H -0.470 0.736 -2.355
H 7.196 -0.823 0.325
H 6.589 -2.567 4.197
H 0.147 0.671 4.340
H -5.818 0.684 -3.009
C 0.537 1.990 1.180
H -4.237 -1.514 -0.551
C 4.908 -1.559 3.318
H 1.868 2.063 -1.075
H -3.908 -0.931 -3.460
H -4.993 3.574 -0.812
H 5.905 2.177 -3.840
C -4.116 0.335 -1.709
Cl 4.889 2.740 -1.293
C 6.225 0.047 -3.907
H -2.728 -6.786 -1.967
H 1.525 3.613 0.282
H -3.157 3.277 -2.038
C -0.617 -4.082 -1.783
C 1.909 3.500 3.658
C -3.372 -5.103 -0.873
H -5.982 1.614 0.431
Cl 5.325 -2.677 -1.156
H -5.706 1.869 -1.702
H 0.456 3.080 -1.265
C -3.103 2.802 1.963
H -4.082 -3.611 0.377
C 5.223 -0.639 1.145
N 4.693 0.064 0.018
H 1.478 -2.665 -1.359
C 1.856 -0.668 -1.833
C 6.553 -1.051 1.170
H -2.517 -1.023 -2.367
H -0.570 -6.025 -2.518
H -3.462 0.096 2.092
H -3.670 -0.919 3.510
H -3.631 3.594 2.514

Output
HOMO level (alpha / beta)	-7.059 / -7.350	eV
⟨S²⟩	0.767
max |F|	1.187	eV Å⁻¹
ΔE to the lowest compared entry with this formula, charge and spin	0.1907	eV
Kohn-Sham gap (alpha / beta)	5.844 / 6.436	eV
DFT total energy	-3461.3673	Ha
net charge	0
2S+1	2